Below is a molecular structure, C16H19ORhS4 at a distorted geometry, with properties calculated with ωB97M-V/def2-TZVPD.

```
! RIJCOSX wB97M-V def2-TZVPD def2/J DEFGRID3
* xyz 2 1
Rh -0.93 -1.22 -0.24
C -4.08 -1.47 0.95
C -4.18 -1.03 -0.48
S -2.75 -0.10 -1.07
C -2.79 1.49 -0.19
C -2.24 1.47 1.21
S -0.65 0.58 1.24
C -0.77 -0.39 2.76
C -1.99 -1.30 2.85
S -2.42 -2.17 1.31
H -4.27 -0.66 1.65
H -4.81 -2.25 1.16
H -4.22 -1.88 -1.16
H -5.08 -0.44 -0.66
H -2.21 2.15 -0.84
H -3.82 1.86 -0.21
H -2.05 2.49 1.55
H -2.92 1.00 1.92
H 0.16 -0.96 2.77
H -0.74 0.29 3.61
H -1.79 -2.07 3.60
H -2.88 -0.76 3.18
C 7.63 -7.06 -4.80
C 6.41 -6.58 -4.07
O 5.95 -7.00 -3.06
S 5.60 -5.19 -5.02
C 4.43 -4.53 -3.97
C 4.43 -4.68 -2.55
C 3.45 -4.09 -1.82
C 2.41 -3.34 -2.46
C 2.44 -3.17 -3.88
C 3.43 -3.75 -4.61
C 1.41 -2.79 -1.74
C 0.45 -2.21 -1.12
H 8.09 -7.87 -4.24
H 8.32 -6.24 -4.93
H 7.33 -7.42 -5.79
H 5.21 -5.23 -2.07
H 3.44 -4.19 -0.74
H 1.67 -2.58 -4.37
H 3.46 -3.63 -5.68
*
```

## Properties
**Electronic energy**: -65278.265 eV
**HOMO level (spin up / spin down)**: -13.519 / -13.517 eV
**HOMO-LUMO gap (spin up / spin down)**: 0.181 / 0.181 Ha